(1)
71
Properties=species:S:1:pos:R:3:lowdin_charge:R:1 method="wB97M-V/def2-TZVPD" e_lumo_ev=9.2235 charge=-5 de_lowest_kj_mol=0.7 homo_ha=0.2651 orbital_gap_ev=2.01
K 0.136 -0.242 0.148 0.80
P -3.375 -3.075 0.829 -0.03
O -3.113 -4.571 0.430 -0.59
O -4.530 -2.566 -0.067 -0.52
O -2.138 -2.146 0.560 -0.44
O -3.721 -2.941 2.345 -0.41
P 2.590 0.624 -1.695 0.07
O 1.858 1.744 -0.891 -0.41
O 1.817 0.156 -2.980 -0.40
O 2.745 -0.649 -0.769 -0.47
O 3.991 1.123 -2.116 -0.47
C -3.694 0.911 -0.498 -0.27
C -3.855 2.353 -0.032 -0.26
O -2.901 3.203 -0.662 -0.11
O -2.522 0.321 -0.031 -0.16
H -3.805 0.864 -1.592 0.11
H -4.495 0.284 -0.079 0.12
H -3.803 2.443 1.059 0.10
H -4.870 2.629 -0.343 0.09
H -2.010 2.959 -0.353 0.04
H -2.670 -0.629 0.209 0.01
C 1.298 -3.403 -2.381 -0.25
C 2.350 -3.967 -1.421 -0.24
O 3.562 -3.202 -1.532 -0.14
O 0.586 -2.273 -1.936 -0.09
H 0.615 -4.229 -2.614 0.11
H 1.789 -3.072 -3.304 0.11
H 2.693 -4.988 -1.618 0.09
H 2.002 -3.873 -0.387 0.11
H 3.334 -2.249 -1.380 0.04
H 1.078 -1.460 -2.150 0.01
C 3.546 -1.453 2.412 -0.26
C 4.975 -1.555 1.898 -0.29
O 5.186 -0.779 0.740 -0.11
O 2.548 -2.040 1.578 -0.08
H 3.346 -0.392 2.614 0.11
H 3.422 -1.924 3.396 0.10
H 5.219 -2.602 1.675 0.10
H 5.651 -1.107 2.636 0.09
H 4.431 -0.729 0.086 0.06
H 2.633 -1.611 0.698 0.02
C 1.550 3.382 1.804 -0.28
C 0.085 3.463 1.300 -0.26
O 0.023 3.228 -0.084 -0.12
O 2.073 2.093 1.658 -0.10
H 1.646 3.807 2.813 0.09
H 2.182 4.041 1.185 0.11
H -0.329 4.440 1.590 0.10
H -0.510 2.677 1.785 0.11
H 0.789 2.636 -0.347 0.00
H 2.215 1.966 0.674 0.03
C -0.415 2.219 -4.517 -0.27
C -1.088 1.587 -3.275 -0.28
O -0.769 0.272 -2.928 -0.09
O 0.966 2.458 -4.342 -0.12
H -0.930 3.162 -4.723 0.09
H -0.492 1.511 -5.357 0.10
H -2.171 1.719 -3.426 0.10
H -0.971 2.234 -2.396 0.10
H 0.223 0.232 -2.848 0.00
H 1.394 1.638 -3.973 0.05
C -3.350 -0.396 3.931 -0.30
C -2.034 0.078 3.272 -0.31
O -1.236 -0.882 2.663 -0.13
O -4.293 -0.784 2.952 -0.16
H -3.789 0.279 4.671 0.07
H -3.122 -1.344 4.443 0.10
H -1.465 0.655 4.016 0.09
H -2.330 0.801 2.499 0.09
H -1.706 -1.386 1.934 0.01
H -4.049 -1.673 2.542 -0.10


(2)
63
Properties=species:S:1:pos:R:3:lowdin_charge:R:1 method="wB97M-V/def2-TZVPD" spin_multiplicity=2 e_lumo_ev="-5.7444 / -10.7862" charge=+2 homo_ha="-0.5246 / -0.5245" s2=0.75 orbital_gap_ev="8.53 / 3.49"
Rb 0.906 1.115 4.408 0.97
Rb -0.115 3.952 2.464 0.99
Rb -3.323 1.143 1.709 1.03
Rb 0.751 1.990 -1.966 1.08
P 0.002 0.955 0.914 -0.06
O 1.417 1.549 1.217 -0.44
O -0.736 0.486 2.208 -0.62
O -0.191 -0.113 -0.162 -0.39
O -0.812 2.189 0.450 -0.61
C -2.432 -3.852 1.604 -0.07
C -1.583 -2.601 1.459 -0.26
O -2.133 -1.698 2.537 -0.13
H -1.864 -4.690 1.202 0.07
H -3.251 -3.766 0.890 0.06
H -2.722 -4.041 2.638 0.09
H -1.683 -2.195 0.452 0.08
H -0.535 -2.899 1.421 0.09
H -1.539 -0.944 2.521 -0.05
C 0.566 -3.966 -2.021 0.01
C 1.319 -2.852 -1.361 -0.17
O 1.209 -1.489 -1.808 0.22
H 1.026 -4.902 -1.703 0.11
H 0.674 -4.048 -3.102 0.11
H -0.489 -3.907 -1.753 0.10
H 2.351 -3.097 -1.612 0.18
H 1.332 -2.856 -0.271 0.12
H 0.800 -1.088 -1.038 0.02
C -3.248 5.038 -1.928 -0.07
C -2.860 3.513 -1.874 -0.24
O -1.452 3.528 -1.520 -0.25
H -2.984 5.627 -2.806 0.08
H -2.856 5.622 -1.095 0.07
H -4.334 5.118 -1.886 0.07
H -2.876 3.183 -2.913 0.11
H -3.631 3.087 -1.232 0.11
H -1.331 2.938 -0.772 -0.09
C -4.054 -1.725 -1.759 -0.06
C -2.890 -0.767 -2.037 -0.27
O -2.690 -0.078 -0.826 -0.21
H -4.482 -2.209 -2.637 0.08
H -4.876 -1.370 -1.136 0.08
H -3.732 -2.562 -1.140 0.05
H -3.228 -0.026 -2.761 0.12
H -1.930 -1.249 -2.224 0.11
H -1.753 -0.082 -0.616 -0.03
C 3.742 -2.463 1.976 -0.06
C 2.698 -1.367 1.782 -0.32
O 3.216 -0.128 2.218 -0.10
H 3.558 -3.406 1.462 0.07
H 3.726 -2.979 2.937 0.08
H 4.756 -2.124 1.764 0.09
H 1.738 -1.631 2.226 0.11
H 2.610 -1.288 0.699 0.09
H 2.638 0.533 1.829 -0.02
C 5.182 3.589 0.195 -0.03
C 3.789 2.870 0.142 -0.30
O 2.811 3.514 0.943 -0.14
H 5.092 4.603 -0.194 0.07
H 6.046 3.130 -0.286 0.08
H 5.329 3.719 1.267 0.08
H 3.775 1.901 0.642 0.09
H 3.399 2.724 -0.866 0.07
H 2.154 2.840 1.128 -0.08


(3)
59
Properties=species:S:1:pos:R:3:lowdin_charge:R:1 method="wB97M-V/def2-TZVPD" e_lumo_ev=0.3627 de_lowest_kj_mol=0.0 smiles=OCCO.OCCO.OCCO.OCCO.OCCO.CCO homo_ha=-0.3506 orbital_gap_ev=9.90
C -3.529 -2.684 -0.534 -0.07
C -3.593 -2.007 -1.887 -0.36
O -4.077 -3.008 -2.693 -0.08
H -3.305 -1.932 0.222 0.06
H -2.705 -3.394 -0.611 0.08
H -4.419 -3.237 -0.234 0.08
H -2.657 -1.609 -2.278 0.10
H -4.348 -1.220 -1.901 0.11
H -4.190 -2.659 -3.580 0.09
C -0.800 -1.265 4.705 -0.22
C -1.813 -0.145 4.510 -0.24
O -1.163 1.121 4.432 -0.06
O -0.118 -1.676 3.506 -0.07
H -1.403 -2.066 5.131 0.11
H -0.060 -0.971 5.449 0.12
H -2.468 -0.081 5.379 0.12
H -2.442 -0.467 3.680 0.11
H -0.657 1.121 3.616 0.02
H 0.751 -2.033 3.707 0.09
C 1.882 -0.683 -2.329 -0.24
C 0.827 -1.802 -2.309 -0.21
O 0.593 -2.379 -1.004 -0.08
O 1.433 0.615 -2.021 -0.07
H 2.341 -0.780 -3.313 0.12
H 2.703 -0.954 -1.665 0.10
H 1.060 -2.613 -2.999 0.11
H -0.114 -1.451 -2.734 0.10
H 0.091 -1.812 -0.413 0.02
H 1.300 1.091 -2.845 0.04
C -1.207 0.326 0.475 -0.22
C 0.092 1.164 0.740 -0.17
O 0.366 1.191 2.157 -0.09
O -0.919 -0.967 0.814 -0.08
H -1.343 0.377 -0.605 0.11
H -2.099 0.641 1.017 0.13
H 0.033 2.146 0.271 0.10
H 0.990 0.701 0.332 0.10
H 1.295 1.419 2.248 0.04
H -0.910 -1.073 1.768 0.06
C 3.635 -0.008 2.058 -0.17
C 4.503 -0.129 0.703 -0.18
O 5.823 0.477 0.819 -0.07
O 3.132 1.333 2.314 -0.09
H 4.235 -0.256 2.933 0.11
H 2.853 -0.765 2.005 0.11
H 3.887 0.351 -0.057 0.10
H 4.621 -1.198 0.531 0.12
H 5.779 1.430 0.929 0.07
H 3.901 1.901 2.225 0.09
C -1.176 2.979 -2.562 -0.22
C -0.679 2.371 -3.875 -0.22
O 0.717 2.527 -3.908 -0.07
O -1.054 4.407 -2.514 -0.06
H -0.637 2.607 -1.691 0.09
H -2.242 2.780 -2.455 0.12
H -1.211 2.779 -4.734 0.12
H -0.789 1.287 -3.912 0.12
H 0.972 3.451 -3.854 0.10
H -1.686 4.730 -3.160 0.08


(4)
60
Properties=species:S:1:pos:R:3:lowdin_charge:R:1 method="wB97M-V/def2-TZVPD" e_lumo_ev=0.3525 de_lowest_kj_mol=110.4 smiles=OCCO.OCCO.OCCO.OCCO.OCCO.OCCO homo_ha=-0.3481 orbital_gap_ev=9.82
C -0.614 3.316 0.490 -0.21
C -2.121 2.997 0.628 -0.23
O -2.377 1.773 1.332 -0.09
O 0.052 3.071 1.750 -0.08
H -0.496 4.351 0.141 0.12
H -0.166 2.578 -0.181 0.10
H -2.484 2.923 -0.419 0.11
H -2.621 3.820 1.150 0.12
H -1.830 1.075 0.907 0.05
H -0.656 3.093 2.394 0.08
C 0.451 2.863 -4.103 -0.24
C 1.118 1.678 -3.372 -0.29
O 2.173 2.053 -2.577 -0.04
O -0.328 3.740 -3.319 -0.07
H -0.231 2.382 -4.778 0.10
H 1.223 3.484 -4.618 0.13
H 1.372 0.923 -4.163 0.13
H 0.388 1.152 -2.774 0.10
H 2.581 1.250 -2.286 0.07
H 0.187 4.524 -3.101 0.09
C -0.374 -4.516 0.915 -0.25
C 1.113 -4.432 1.375 -0.25
O 1.472 -5.455 2.237 -0.06
O -1.222 -3.728 1.706 -0.07
H -0.644 -5.563 1.013 0.12
H -0.408 -4.157 -0.122 0.11
H 1.338 -3.443 1.848 0.13
H 1.686 -4.658 0.480 0.12
H 0.949 -5.676 2.996 0.08
H -2.085 -4.139 1.620 0.09
C -3.351 0.125 -2.646 -0.24
C -4.721 -0.175 -3.289 -0.22
O -5.644 -0.129 -2.208 -0.05
O -3.116 -0.760 -1.589 -0.06
H -3.351 1.180 -2.305 0.12
H -2.546 0.056 -3.390 0.12
H -4.678 -1.115 -3.810 0.11
H -4.922 0.620 -3.999 0.12
H -6.538 -0.127 -2.527 0.08
H -3.961 -0.919 -1.170 0.09
C 4.422 -0.393 2.773 -0.26
C 3.740 0.341 3.989 -0.20
O 2.916 -0.574 4.753 -0.08
O 5.355 -1.325 3.252 -0.07
H 4.911 0.279 2.096 0.11
H 3.614 -0.873 2.193 0.08
H 3.117 1.186 3.697 0.10
H 4.596 0.631 4.615 0.12
H 2.091 -0.732 4.308 0.07
H 4.760 -1.757 3.903 0.09
C 0.121 -0.843 0.144 -0.18
C 1.509 -0.218 0.591 -0.21
O 1.397 0.472 1.824 -0.07
O -0.786 0.185 -0.270 -0.12
H -0.368 -1.370 0.965 0.11
H 0.236 -1.518 -0.727 0.12
H 1.994 0.451 -0.186 0.12
H 2.279 -0.991 0.698 0.09
H 1.034 1.357 1.714 0.05
H -1.557 -0.346 -0.567 0.06


| no. | M (g mol⁻¹) | maximum force (eV/Å) |
| --- | --- | --- |
| 1 | 601.4 | 4.83 |
| 2 | 713.3 | 4.25 |
| 3 | 356.4 | 2.70 |
| 4 | 372.4 | 2.05 |